No. 1
A 10-piece molecular cluster, C43H50N10 overall in a non-equilibrium geometry. Source: OMol25; level of theory: ωB97M-V with the def2-TZVPD basis set.

Geometry as ORCA input:
```
! RIJCOSX wB97M-V def2-TZVPD def2/J DEFGRID3
* xyz 0 1
N -0.49 -3.33 3.12
C -1.12 -2.98 4.27
C -1.17 -4.10 5.10
C -0.48 -5.12 4.44
C -0.02 -4.60 3.27
H -0.50 -2.75 2.28
H -1.40 -1.92 4.34
H -1.77 -4.17 6.03
H -0.26 -6.08 4.88
H 0.45 -5.14 2.43
N 2.68 -2.89 4.00
C 3.27 -2.85 2.79
C 3.78 -1.57 2.63
C 3.42 -0.80 3.77
C 2.75 -1.67 4.60
H 2.12 -3.62 4.31
H 3.31 -3.71 2.09
H 4.20 -1.17 1.70
H 3.71 0.23 3.99
H 2.54 -1.66 5.67
N -2.36 2.19 -2.65
C -2.04 1.46 -3.75
C -1.97 2.38 -4.81
C -2.24 3.63 -4.30
C -2.47 3.48 -2.92
H -2.69 1.81 -1.70
H -1.85 0.37 -3.68
H -1.76 2.18 -5.88
H -2.33 4.56 -4.84
H -2.91 4.21 -2.26
N -2.10 -1.47 -5.38
C -2.93 -2.04 -4.45
C -2.13 -2.42 -3.40
C -0.80 -2.10 -3.68
C -0.81 -1.49 -4.96
H -2.43 -0.82 -6.08
H -3.99 -2.20 -4.60
H -2.49 -2.97 -2.55
H 0.04 -2.32 -3.08
H 0.01 -1.14 -5.55
N 1.09 3.09 -3.29
C 1.84 4.09 -2.77
C 3.15 3.68 -2.50
C 3.16 2.32 -2.86
C 1.88 2.00 -3.28
H 0.12 3.02 -3.60
H 1.32 5.03 -2.70
H 3.96 4.19 -2.01
H 3.95 1.59 -2.73
H 1.66 0.99 -3.70
N 4.99 1.83 1.71
C 4.29 2.69 0.95
C 4.04 3.83 1.63
C 4.66 3.66 2.89
C 5.30 2.44 2.86
H 5.47 1.04 1.32
H 4.01 2.38 -0.04
H 3.46 4.63 1.27
H 4.80 4.35 3.78
H 5.84 1.81 3.58
N -2.36 -5.11 -0.14
C -2.80 -5.96 -1.11
C -1.74 -6.21 -1.95
C -0.68 -5.38 -1.53
C -1.07 -4.69 -0.40
H -2.86 -4.75 0.67
H -3.78 -6.35 -1.11
H -1.79 -6.73 -2.84
H 0.19 -5.17 -2.09
H -0.65 -3.83 0.14
N -0.85 3.58 1.02
C -1.17 4.26 2.14
C -0.55 5.43 2.50
C 0.45 5.96 1.75
C 0.73 5.31 0.55
C 0.02 4.15 0.24
H -1.99 3.87 2.76
H -0.87 5.96 3.41
H 0.78 6.91 2.10
H 1.42 5.78 -0.15
H 0.23 3.61 -0.68
N -3.33 0.84 -0.28
C -3.89 -0.28 -0.78
C -4.07 -1.41 -0.04
C -3.83 -1.39 1.34
C -3.34 -0.20 1.83
C -3.00 0.88 0.96
H -4.12 -0.22 -1.88
H -4.53 -2.29 -0.44
H -4.11 -2.17 2.02
H -3.21 -0.05 2.90
H -2.40 1.67 1.28
N -0.08 -1.54 0.91
C 0.75 -0.74 1.53
C 1.39 0.37 0.94
C 1.00 0.77 -0.33
C 0.04 -0.03 -0.99
C -0.45 -1.12 -0.34
H 1.00 -1.01 2.56
H 1.92 1.04 1.64
H 1.30 1.73 -0.81
H -0.28 0.24 -2.02
H -1.14 -1.76 -0.93
*
```

Its HOMO energy is -0.2966 Eh. The value obtained for the energy above the lowest of the compared OMol25 structures with the same formula, charge and spin is 0.0 kcal per mole. The SMILES is c1cc[nH]c1.c1cc[nH]c1.c1cc[nH]c1.c1cc[nH]c1.c1cc[nH]c1.c1cc[nH]c1.c1cc[nH]c1.c1ccncc1.c1ccncc1.c1ccncc1.

***

No. 2
C43H50N3O as an isolated structure in a non-equilibrium geometry. Source: OMol25; level of theory: ωB97M-V with the def2-TZVPD basis set.

Geometry as ORCA input:
```
! RIJCOSX wB97M-V def2-TZVPD def2/J DEFGRID3
* xyz 1 1
C 2.56 -1.16 -0.17
N 2.08 -1.24 1.19
C 2.97 -1.04 2.22
O 4.18 -1.22 2.16
C 2.18 -0.55 3.42
C 2.41 0.94 3.68
C 2.43 1.75 2.40
C 3.62 1.85 1.66
C 3.65 2.54 0.45
C 2.49 3.17 -0.02
C 1.32 3.12 0.74
C 1.29 2.44 1.96
N 0.80 -0.85 3.01
C -0.24 -0.57 3.82
C -1.45 -0.08 3.31
C -2.67 -0.16 3.94
C -3.88 -0.05 3.20
C -5.11 -0.64 3.63
C -6.28 -0.51 2.89
C -6.27 0.13 1.64
C -5.07 0.68 1.16
C -3.92 0.64 1.93
C 0.68 -1.27 1.59
C 0.00 -2.68 1.34
C 0.67 -3.71 2.25
C 0.17 -3.08 -0.12
C -1.50 -2.63 1.60
H 3.04 -0.19 -0.36
H 3.30 -1.95 -0.35
H 1.72 -1.27 -0.86
H 2.44 -1.16 4.29
H 1.66 1.32 4.37
H 3.40 1.01 4.17
H 4.52 1.36 2.04
H 4.58 2.58 -0.11
H 2.52 3.70 -0.98
H 0.42 3.62 0.38
H 0.39 2.43 2.57
H -0.09 -0.74 4.89
H -1.39 0.36 2.30
H -2.65 -0.39 5.07
H -5.11 -1.21 4.56
H -7.21 -0.92 3.29
H -7.18 0.19 1.05
H -5.05 1.17 0.19
H -3.02 1.15 1.57
H 0.13 -0.50 1.02
H 0.52 -3.46 3.30
H 0.23 -4.70 2.06
H 1.75 -3.77 2.04
H -0.24 -2.31 -0.79
H 1.22 -3.28 -0.38
H -0.39 -4.00 -0.31
H -1.97 -1.80 1.06
H -1.96 -3.56 1.25
H -1.73 -2.53 2.67
C -6.58 1.80 6.92
C -5.55 2.31 6.13
C -4.39 1.57 5.93
C -4.25 0.29 6.48
C -3.02 -0.53 6.19
C -1.92 -0.17 7.13
N -1.23 -1.06 7.85
C -1.70 -2.45 7.99
C -0.61 -3.43 8.42
C 0.27 -2.94 9.56
C 0.77 -1.53 9.29
C -0.38 -0.58 8.97
C -1.50 1.25 7.19
C -2.26 2.18 7.94
C -1.94 3.53 7.91
C -0.84 3.97 7.16
C -0.03 3.05 6.50
C -0.33 1.69 6.55
C -5.28 -0.21 7.29
C -6.44 0.53 7.50
H -7.49 2.38 7.08
H -5.64 3.30 5.68
H -3.58 1.99 5.33
H -3.29 -1.59 6.30
H -2.52 -2.48 8.73
H -2.10 -2.82 7.04
H -1.09 -4.37 8.71
H 0.02 -3.66 7.55
H -0.29 -2.95 10.50
H 1.12 -3.62 9.69
H 1.31 -1.14 10.15
H 1.48 -1.54 8.45
H 0.04 0.40 8.75
H -1.01 -0.47 9.87
H -3.11 1.82 8.52
H -2.56 4.24 8.46
H -0.61 5.04 7.11
H 0.85 3.38 5.94
H 0.33 0.95 6.08
H -5.16 -1.20 7.75
H -7.24 0.12 8.12
*
```

Its HOMO energy is -0.3408 Eh. The value obtained for the energy above the lowest of the compared OMol25 structures with the same formula, charge and spin is 56.7 kcal per mole.

***

no.,electronic energy (eV),orbital gap (hartree)
1,-60299.9771,0.3195
2,-51911.0130,0.1883